11
Properties=species:S:1:pos:R:3 method="wB97M-V/def2-TZVPD" lumo_energy_ha=0.03729 total_energy_ha=-227.39243 de_lowest_kj_mol=85.1
H 1.46286 1.90489 -0.11585
N 0.52796 1.47558 -0.03941
C 0.54239 0.22335 -0.00731
N 1.65394 -0.58569 -0.02849
C -0.77250 -0.50808 -0.06645
C -1.92984 0.11840 0.00742
H 1.56117 -1.58923 0.01624
H 2.61391 -0.23136 0.21180
H -0.83870 -1.61725 -0.10784
H -2.90541 -0.38600 0.01876
H -1.91577 1.19540 0.11114